Record 1
Here is a single C24H32N4O6 molecule from OMol25. Energies are from wB97M-V/def2-TZVPD.

Output
HOMO ... -0.340 hartree
Energy ... -43656.0275 eV
Energy above the lowest of the compared OMol25 structures with the same formula, charge and spin ... 6.97 kcal per mole
Kohn-Sham gap ... 9.899 eV
SMILES ... CC(C)C[C@H](NC(=O)c1nc[nH]c1C(=O)NCC(=O)OC(C)(C)C)C(=O)OCc1ccccc1

Geometry as ORCA input:
```
! wB97M-V def2-TZVPD RIJCOSX def2/J DEFGRID3
* xyz 0 1
C 4.04 -1.45 -1.09
C 4.73 -1.38 0.27
C 6.14 -1.96 0.18
C 3.96 -2.12 1.38
C 2.56 -1.58 1.69
N 1.58 -2.06 0.75
C 0.27 -1.77 0.86
O -0.20 -1.16 1.81
C -0.52 -2.28 -0.27
N 0.10 -2.98 -1.27
C -0.83 -3.28 -2.13
N -2.03 -2.82 -1.75
C -1.87 -2.18 -0.56
C -3.06 -1.54 0.05
O -4.14 -1.62 -0.51
N -2.84 -0.93 1.22
C -3.92 -0.18 1.82
C -4.54 0.75 0.77
O -3.88 1.40 0.00
O -5.85 0.73 0.87
C -6.69 1.45 -0.07
C -6.40 0.96 -1.49
C -6.47 2.96 0.06
C -8.12 1.08 0.34
C 2.60 -0.05 1.74
O 3.10 0.56 2.64
O 2.06 0.49 0.66
C 2.15 1.92 0.51
C 3.45 2.26 -0.17
C 3.54 2.21 -1.55
C 4.76 2.44 -2.18
C 5.88 2.71 -1.43
C 5.80 2.76 -0.05
C 4.59 2.53 0.58
H 3.09 -0.93 -1.08
H 3.88 -2.49 -1.38
H 4.67 -0.98 -1.84
H 4.81 -0.32 0.56
H 6.72 -1.42 -0.57
H 6.65 -1.88 1.13
H 6.10 -3.01 -0.11
H 4.54 -2.05 2.30
H 3.87 -3.18 1.12
H 2.26 -1.90 2.69
H 1.87 -2.52 -0.10
H -0.66 -3.83 -3.04
H -2.93 -2.89 -2.20
H -1.89 -0.88 1.60
H -3.51 0.43 2.64
H -4.70 -0.84 2.20
H -5.43 1.32 -1.82
H -7.16 1.33 -2.17
H -6.38 -0.12 -1.51
H -5.44 3.21 -0.20
H -7.14 3.49 -0.61
H -6.66 3.28 1.08
H -8.83 1.58 -0.30
H -8.26 0.00 0.25
H -8.29 1.37 1.37
H 1.29 2.20 -0.09
H 2.09 2.38 1.51
H 2.66 1.99 -2.14
H 4.82 2.40 -3.26
H 6.83 2.89 -1.92
H 6.68 2.97 0.55
H 4.52 2.55 1.66
*
```

natural (NBO) population analysis, charges in e, atoms 1 to 2:
1 C -0.62
2 C -0.23

***

Record 2
Here is 3 unconnected molecules or ions with the total composition C24H33Br2F3NO4 from OMol25. Energies are from wB97M-V/def2-TZVPD.

Output
HOMO ... -0.414 hartree
Energy ... -183334.1017 eV
Kohn-Sham gap ... 7.025 eV

Geometry as ORCA input:
```
! wB97M-V def2-TZVPD RIJCOSX def2/J DEFGRID3
* xyz 1 1
O 5.06 -0.38 3.11
C 4.40 -0.73 2.20
O 4.73 -1.79 1.46
C 3.11 -0.03 1.92
C 1.90 -0.57 2.31
C 0.71 0.10 2.08
C -0.61 -0.47 2.52
C -1.69 0.59 2.78
C -2.65 0.92 1.63
F -3.90 1.06 2.15
Br -2.18 2.64 0.83
C -2.78 -0.17 0.53
F -1.60 -0.35 -0.08
F -3.15 -1.29 1.14
Br -4.10 0.29 -0.83
N 0.77 1.27 1.44
C 1.92 1.83 1.03
C 3.14 1.22 1.26
C 4.37 1.91 0.79
C 5.34 2.33 1.70
C 6.48 3.01 1.28
C 6.66 3.25 -0.07
C 5.70 2.84 -0.98
C 4.55 2.18 -0.57
H 4.41 -1.71 0.56
H 1.90 -1.52 2.82
H -0.88 -1.25 1.82
H -0.42 -0.97 3.46
H -1.19 1.52 3.04
H -2.28 0.34 3.65
H -0.09 1.80 1.24
H 1.88 2.77 0.51
H 5.19 2.15 2.76
H 7.19 3.33 2.02
H 7.56 3.75 -0.40
H 5.83 3.02 -2.04
H 3.80 1.89 -1.29
C 0.08 1.60 -2.34
C -0.57 2.84 -2.94
O 0.24 3.99 -2.88
C 1.47 3.92 -3.60
C 1.30 3.69 -5.09
H 0.43 1.81 -1.33
H -0.63 0.77 -2.31
H 0.94 1.27 -2.93
H -1.47 3.08 -2.36
H -0.91 2.64 -3.96
H 2.12 3.15 -3.16
H 1.96 4.88 -3.43
H 0.88 2.70 -5.31
H 2.27 3.75 -5.59
H 0.64 4.43 -5.52
C -3.99 -4.13 -0.52
C -5.49 -4.20 -0.31
O -6.04 -5.47 -0.56
C -5.57 -6.52 0.26
C -5.84 -6.32 1.74
H -3.72 -4.49 -1.51
H -3.65 -3.10 -0.42
H -3.45 -4.73 0.21
H -5.99 -3.53 -1.02
H -5.76 -3.85 0.69
H -4.50 -6.70 0.09
H -6.09 -7.42 -0.08
H -5.28 -5.48 2.15
H -5.55 -7.21 2.30
H -6.90 -6.13 1.92
*
```

natural (NBO) population analysis, charges in e, atoms 1 to 2:
1 O -0.49
2 C 0.76

***

Record 3
Here is a molecular structure, C24H33CrNO3 from OMol25. Energies are from wB97M-V/def2-TZVPD.

Output
HOMO (spin up / spin down) ... -0.221 / -0.277 hartree
Energy ... -61479.1173 eV
Energy above the lowest of the compared OMol25 structures with the same formula, charge and spin ... 0.00 kcal per mole
Kohn-Sham gap (spin up / spin down) ... 6.577 / 8.008 eV
Expectation value of S² ... 6.02

Geometry as ORCA input:
```
! wB97M-V def2-TZVPD RIJCOSX def2/J DEFGRID3
* xyz 0 5
Cr -1.33 -0.15 0.13
C -2.71 0.07 1.97
C -2.71 1.32 1.32
C -1.38 1.82 1.34
C -0.57 0.91 2.09
C -1.39 -0.17 2.47
C -0.98 -1.38 3.27
C 0.88 1.11 2.42
C -0.90 3.12 0.76
C -3.89 2.01 0.69
C -3.88 -0.83 2.19
H -1.51 -2.27 2.93
H -1.19 -1.24 4.33
H 0.09 -1.58 3.16
H 1.45 1.42 1.54
H 1.32 0.19 2.80
H 1.01 1.89 3.18
H 0.15 3.07 0.48
H -1.02 3.94 1.48
H -1.47 3.39 -0.13
H -3.60 2.54 -0.22
H -4.33 2.75 1.37
H -4.67 1.30 0.43
H -3.61 -1.88 2.07
H -4.68 -0.62 1.48
H -4.30 -0.72 3.19
C 2.94 1.01 -5.09
O 2.56 -0.35 -5.13
C 1.60 -0.77 -4.27
C 1.24 -2.13 -4.37
C 0.28 -2.61 -3.55
C -0.37 -1.82 -2.56
C -1.35 -2.43 -1.72
C -1.84 -3.84 -2.01
O -1.87 -1.90 -0.71
C 0.01 -0.45 -2.45
O -0.47 0.39 -1.59
C 1.00 0.05 -3.35
H 3.70 1.13 -5.86
H 3.36 1.28 -4.12
H 2.09 1.66 -5.31
H 1.73 -2.75 -5.11
H 0.00 -3.66 -3.64
H -2.11 -3.97 -3.05
H -2.69 -4.04 -1.37
H -1.05 -4.56 -1.77
H 1.25 1.09 -3.25
C 4.14 -2.53 -0.54
C 3.60 -1.27 0.15
C 4.18 -1.13 1.56
C 3.92 -0.03 -0.69
C 2.14 -1.39 0.25
N 1.00 -1.45 0.31
H 5.22 -2.44 -0.66
H 3.69 -2.65 -1.53
H 3.93 -3.42 0.05
H 5.27 -1.04 1.49
H 3.94 -2.00 2.18
H 3.80 -0.24 2.06
H 5.00 0.09 -0.79
H 3.52 0.87 -0.21
H 3.47 -0.11 -1.68
*
```

natural (NBO) population analysis, charges in e, atoms 1 to 2:
1 Cr 1.23
2 C -0.17

***

Record 4
Here is a molecular structure, C24H33F15K2O14Pb from OMol25. Energies are from wB97M-V/def2-TZVPD.

Output
HOMO ... -0.233 hartree
Energy ... -132746.8921 eV
Kohn-Sham gap ... 5.589 eV

Geometry as ORCA input:
```
! wB97M-V def2-TZVPD RIJCOSX def2/J DEFGRID3
* xyz 0 1
Pb 0.70 1.16 -0.37
K 4.70 1.43 -0.12
K -1.92 3.51 1.77
O 2.48 2.51 -1.76
C 2.22 3.85 -1.31
C 0.69 4.40 -1.19
O -0.32 3.59 -0.58
H 2.92 4.60 -1.67
H 2.62 3.83 -0.29
H 0.44 4.60 -2.24
H 0.69 5.35 -0.67
O 2.45 0.23 1.20
C 1.72 -0.44 2.22
C 0.22 0.05 2.63
O -0.70 0.43 1.59
H 2.40 -0.67 3.04
H 1.59 -1.45 1.82
H 0.34 0.93 3.26
H -0.23 -0.70 3.28
C 2.73 2.61 3.93
C 2.33 3.23 2.57
O 2.53 4.64 2.54
C 1.46 5.37 2.91
O 0.28 4.97 2.98
C 1.82 6.82 3.15
F 1.50 7.56 2.08
F 1.11 7.26 4.17
F 3.14 7.10 3.41
H 2.78 1.52 3.88
H 2.12 2.89 4.79
H 3.76 2.92 4.12
H 1.36 2.85 2.26
H 3.00 2.87 1.78
C -1.21 2.42 -5.43
C -1.28 2.00 -3.96
O -2.11 0.91 -3.90
C -2.10 0.10 -2.82
O -1.36 0.30 -1.86
C -3.05 -1.11 -2.88
F -3.73 -1.40 -1.81
F -3.89 -0.93 -3.90
F -2.31 -2.19 -3.15
H -0.76 3.41 -5.39
H -2.24 2.48 -5.79
H -0.77 1.66 -6.08
H -1.64 2.81 -3.32
H -0.28 1.72 -3.64
C -0.06 -4.13 -0.09
C 0.77 -5.19 0.62
O 0.22 -6.45 0.48
C 0.59 -7.22 -0.59
O 1.33 -6.91 -1.54
C 0.02 -8.68 -0.55
F 1.01 -9.54 -0.52
F -0.69 -8.96 0.47
F -0.70 -8.88 -1.65
H -1.13 -4.18 0.14
H 0.12 -4.08 -1.16
H 0.21 -3.16 0.33
H 0.78 -4.78 1.63
H 1.82 -5.11 0.34
C 4.76 -3.16 -1.20
C 3.34 -2.53 -1.22
O 2.58 -2.74 -2.39
C 1.60 -1.88 -2.74
O 1.22 -0.86 -2.11
C 1.11 -2.17 -4.18
F 0.40 -1.15 -4.64
F 2.18 -2.37 -4.91
F 0.42 -3.35 -4.20
H 5.49 -2.71 -1.87
H 4.71 -4.22 -1.47
H 5.13 -3.23 -0.18
H 3.36 -1.45 -1.05
H 2.79 -2.96 -0.38
C -4.27 -1.14 1.19
C -3.93 0.11 1.94
O -5.18 0.67 2.41
C -5.15 1.89 2.96
O -4.11 2.56 3.12
C -6.48 2.34 3.55
F -6.51 2.10 4.84
F -6.57 3.66 3.27
F -7.52 1.72 3.03
H -3.47 -1.74 0.75
H -4.90 -0.94 0.32
H -4.92 -1.71 1.86
H -3.29 0.82 1.43
H -3.29 -0.25 2.75
*
```

Löwdin population analysis, charges in e, atoms 1 to 2:
1 Pb 1.57
2 K 0.82

***

Record 5
Here is 7 unconnected molecules or ions with the total composition C24H33F6NO18P from OMol25. Energies are from wB97M-V/def2-TZVPD.

Output
HOMO ... -0.437 hartree
Energy ... -89347.6213 eV
Kohn-Sham gap ... 6.434 eV

Geometry as ORCA input:
```
! wB97M-V def2-TZVPD RIJCOSX def2/J DEFGRID3
* xyz 1 1
C -1.33 -0.66 1.01
C -1.63 -0.84 -0.46
N -1.83 0.30 -1.44
P -3.39 1.16 -1.28
C -3.27 2.72 -0.18
C -2.21 2.62 1.06
C -4.83 0.01 -0.80
C -4.80 -0.55 0.74
H -2.20 -0.64 1.83
H -0.24 -0.47 1.39
H -1.69 -1.98 -0.82
H -1.85 -0.16 -2.40
H -1.01 0.96 -1.47
H -4.35 2.97 0.21
H -2.91 3.61 -0.88
H -2.44 1.77 1.84
H -1.12 2.53 0.59
H -2.20 3.63 1.69
H -4.91 -0.82 -1.63
H -5.83 0.65 -0.90
H -5.92 -0.66 1.11
H -4.35 -1.66 0.75
H -4.23 0.15 1.48
C -4.46 -3.96 -2.45
C -4.92 -4.28 -3.83
O -4.47 -3.18 -4.59
C -3.36 -2.73 -3.94
O -2.55 -1.97 -4.44
O -3.27 -3.24 -2.68
F -6.26 -4.33 -3.89
H -5.17 -3.32 -1.91
H -4.27 -4.85 -1.85
H -4.49 -5.21 -4.24
C 1.36 5.57 1.32
C 1.82 6.04 -0.02
O 2.36 4.89 -0.61
C 1.67 3.85 -0.06
O 1.66 2.72 -0.52
O 0.98 4.23 1.06
F 2.80 6.96 0.11
H 2.16 5.58 2.07
H 0.51 6.14 1.70
H 1.02 6.44 -0.65
C -0.85 -2.55 4.31
C 0.22 -1.79 5.03
O 0.50 -2.59 6.15
C 0.21 -3.87 5.76
O 0.58 -4.86 6.36
O -0.52 -3.89 4.61
F -0.24 -0.59 5.46
H -1.85 -2.32 4.70
H -0.84 -2.37 3.23
H 1.14 -1.65 4.44
C 4.50 -2.42 5.72
C 4.04 -2.74 4.33
O 4.48 -1.64 3.58
C 5.60 -1.19 4.22
O 6.41 -0.43 3.73
O 5.69 -1.70 5.49
F 2.69 -2.79 4.27
H 3.79 -1.78 6.26
H 4.69 -3.32 6.31
H 4.47 -3.67 3.93
C 6.13 6.72 -0.04
C 7.53 6.85 -0.54
O 8.18 7.59 0.46
C 7.51 7.29 1.61
O 7.94 7.53 2.73
O 6.31 6.69 1.36
F 7.57 7.55 -1.69
H 5.51 7.59 -0.31
H 5.64 5.82 -0.40
H 8.04 5.89 -0.68
C -2.25 -4.21 -7.43
C -1.88 -5.12 -6.31
O -1.96 -6.41 -6.88
C -1.67 -6.22 -8.20
O -1.38 -7.12 -8.97
O -1.75 -4.90 -8.56
F -2.78 -5.05 -5.30
H -3.33 -4.08 -7.53
H -1.78 -3.23 -7.33
H -0.87 -4.96 -5.91
*
```

Löwdin population analysis, charges in e, atoms 1 to 2:
1 C -0.01
2 C -0.14

***

Record 6
Here is a single C24H33FN2O2 molecule from OMol25. Energies are from wB97M-V/def2-TZVPD.

Output
HOMO ... -0.292 hartree
Energy ... -35215.3178 eV
Energy above the lowest of the compared OMol25 structures with the same formula, charge and spin ... 6.52 kcal per mole
Kohn-Sham gap ... 8.605 eV
SMILES ... COc1ccc(CN(C)C[C@H]2CCCN(CCc3ccc(F)cc3)C2)cc1OC

Geometry as ORCA input:
```
! wB97M-V def2-TZVPD RIJCOSX def2/J DEFGRID3
* xyz 0 1
C -6.35 -2.58 1.41
O -5.90 -2.30 0.10
C -5.12 -1.21 -0.17
C -4.88 -1.02 -1.53
C -4.10 0.03 -1.99
C -3.53 0.92 -1.09
C -2.63 2.04 -1.56
N -1.22 1.68 -1.65
C -0.96 0.66 -2.64
C -0.62 1.37 -0.36
C 0.89 1.63 -0.36
C 1.20 3.08 -0.74
C 2.71 3.31 -0.68
C 3.24 2.92 0.69
N 2.92 1.54 0.98
C 3.63 1.03 2.14
C 5.01 0.49 1.75
C 4.86 -0.68 0.83
C 4.56 -0.48 -0.51
C 4.36 -1.55 -1.36
C 4.47 -2.84 -0.85
F 4.27 -3.89 -1.68
C 4.76 -3.07 0.48
C 4.95 -1.98 1.31
C 1.49 1.33 1.02
C -3.77 0.73 0.27
C -4.55 -0.31 0.75
O -4.78 -0.51 2.09
C -4.22 0.38 3.01
H -5.52 -2.82 2.07
H -6.92 -1.75 1.83
H -6.99 -3.45 1.30
H -5.32 -1.72 -2.21
H -3.94 0.15 -3.05
H -2.71 2.89 -0.89
H -2.94 2.36 -2.56
H -1.40 0.97 -3.58
H -1.36 -0.32 -2.36
H 0.12 0.56 -2.78
H -1.07 2.03 0.39
H -0.81 0.33 -0.06
H 1.39 0.97 -1.07
H 0.81 3.29 -1.74
H 0.70 3.75 -0.04
H 3.20 2.69 -1.44
H 2.95 4.35 -0.89
H 4.32 3.05 0.72
H 2.81 3.60 1.46
H 3.05 0.21 2.57
H 3.74 1.80 2.92
H 5.55 0.20 2.66
H 5.58 1.28 1.26
H 4.48 0.52 -0.89
H 4.13 -1.41 -2.41
H 4.84 -4.08 0.84
H 5.18 -2.15 2.36
H 1.30 0.29 1.28
H 1.00 1.97 1.78
H -3.34 1.44 0.96
H -3.12 0.38 2.96
H -4.58 1.41 2.87
H -4.53 0.03 3.99
*
```

natural (NBO) population analysis, charges in e, atoms 1 to 2:
1 C -0.24
2 O -0.50

***

Record 7
Here is a gas-phase ion, C24H33N2O4 (charge +1) from OMol25. Energies are from wB97M-V/def2-TZVPD.

Output
HOMO ... -0.371 hartree
Energy ... -36586.2417 eV
Energy above the lowest of the compared OMol25 structures with the same formula, charge and spin ... 0.37 kcal per mole
Kohn-Sham gap ... 7.909 eV
SMILES ... C=CCc1cc(OC)ccc1OC[C@H](O)C[NH+]1CCN(c2ccc(OC)cc2)CC1

Geometry as ORCA input:
```
! wB97M-V def2-TZVPD RIJCOSX def2/J DEFGRID3
* xyz 1 1
C -4.64 0.30 -2.92
C -3.82 -0.25 -2.05
C -2.32 -0.21 -2.15
C -1.74 0.52 -0.97
C -1.72 1.90 -0.95
C -1.20 2.61 0.13
O -1.20 3.95 0.01
C -0.65 4.74 1.04
C -0.72 1.91 1.24
C -0.75 0.53 1.23
C -1.24 -0.16 0.13
O -1.14 -1.57 0.10
C -2.14 -2.31 0.79
C -1.50 -3.27 1.82
O -1.00 -2.58 2.94
C -0.33 -4.05 1.21
N 0.78 -3.13 0.90
C 1.50 -3.42 -0.36
C 2.59 -2.32 -0.52
N 2.26 -1.24 0.37
C 2.28 0.11 -0.03
C 1.66 0.48 -1.22
C 1.57 1.80 -1.60
C 2.08 2.80 -0.78
O 2.02 4.13 -1.03
C 1.37 4.58 -2.20
C 2.72 2.43 0.41
C 2.82 1.11 0.77
C 2.48 -1.60 1.75
C 1.75 -2.94 1.99
H -5.71 0.26 -2.80
H -4.28 0.81 -3.79
H -4.20 -0.75 -1.17
H -2.03 0.30 -3.08
H -1.93 -1.23 -2.18
H -2.10 2.46 -1.79
H -1.19 4.60 1.98
H 0.41 4.52 1.18
H -0.77 5.77 0.71
H -0.32 2.42 2.10
H -0.38 -0.02 2.08
H -2.83 -1.63 1.31
H -2.71 -2.89 0.06
H -2.27 -3.99 2.13
H -1.72 -2.18 3.45
H 0.01 -4.82 1.90
H -0.67 -4.53 0.29
H 0.32 -2.20 0.72
H 0.79 -3.38 -1.18
H 1.94 -4.41 -0.32
H 3.58 -2.73 -0.28
H 2.62 -1.96 -1.55
H 1.22 -0.28 -1.86
H 1.08 2.04 -2.53
H 1.85 4.18 -3.10
H 0.31 4.30 -2.19
H 1.46 5.66 -2.19
H 3.14 3.21 1.03
H 3.33 0.86 1.69
H 3.54 -1.71 2.01
H 2.05 -0.83 2.38
H 1.22 -2.93 2.94
H 2.45 -3.79 1.99
*
```

natural (NBO) population analysis, charges in e, atoms 1 to 2:
1 C -0.37
2 C -0.17

***

- Which value of energy does entry 3 give?
  -61479.1173 eV